89
Properties=species:S:1:pos:R:3:forces:R:3:lowdin_charge:R:1 method="wB97M-V/def2-TZVPD" s2=0.988 total_charge=+2 spin_multiplicity=2 de_lowest_kcal_mol=33.9 e_homo_ev="-12.424 / -12.219"
V 0.6277 1.2885 0.8076 -0.77 1.43 3.34 0.860
C 1.0484 4.2809 0.9132 -0.77 0.64 -0.03 -0.132
C -0.1982 4.1654 1.7897 0.49 0.40 -0.11 -0.131
O -0.8174 2.9191 1.5011 0.49 -0.13 -0.29 -0.217
C -1.6846 2.4799 2.5282 -0.53 -0.49 0.65 -0.164
C -0.9001 2.1301 3.8068 -0.37 0.35 -0.19 -0.155
O 0.3452 1.6016 3.3938 0.09 -0.02 -0.49 -0.214
C 0.9506 0.6842 4.2902 0.45 -0.28 -0.01 -0.144
C 2.4454 0.6467 3.9378 -0.39 0.02 0.38 -0.125
O 2.5954 0.7150 2.5236 -0.52 -0.11 -0.12 -0.182
C 3.4753 1.7169 2.0668 0.17 0.51 -0.28 -0.151
C 2.8080 3.0951 2.0025 0.93 -0.33 0.48 -0.131
O 1.8438 3.0975 0.9528 -0.15 -0.17 -0.13 -0.239
H 1.6348 5.1582 1.2180 -0.06 -0.22 -0.11 0.153
H 0.7232 4.4120 -0.1227 0.16 0.00 0.14 0.126
H -0.8926 4.9865 1.5560 0.21 -0.14 0.10 0.157
H 0.0816 4.2229 2.8458 -0.10 -0.04 -0.07 0.129
H -2.1469 1.5723 2.1298 0.03 0.26 0.12 0.061
H -2.4591 3.2276 2.7474 0.18 -0.06 -0.09 0.150
H -1.4617 1.4012 4.3978 -0.05 0.02 -0.08 0.138
H -0.7366 3.0243 4.4257 0.03 -0.24 0.02 0.137
H 0.4960 -0.3090 4.1665 -0.04 0.20 -0.02 0.118
H 0.8231 1.0106 5.3306 0.03 -0.07 -0.16 0.146
H 2.8911 -0.2890 4.2992 -0.04 0.22 -0.03 0.145
H 2.9561 1.4888 4.4178 -0.02 -0.09 -0.10 0.136
H 3.7724 1.3982 1.0597 0.10 0.18 0.19 0.136
H 4.3662 1.7761 2.7071 -0.13 0.01 -0.19 0.148
H 3.5725 3.8570 1.7945 -0.19 -0.10 0.03 0.152
H 2.3242 3.3155 2.9620 0.03 0.03 -0.15 0.137
C -2.8563 -3.9744 -3.7090 -0.03 0.03 0.06 -0.042
C -1.3931 -3.6985 -3.8310 0.07 -0.03 -0.01 -0.275
C -0.4944 -4.7366 -4.0422 -0.07 0.14 -0.01 -0.026
C 0.8551 -4.4914 -4.1867 0.17 0.20 0.08 -0.010
C 1.3483 -3.1902 -4.1217 -0.50 -0.05 0.01 -0.257
N 2.7253 -3.0180 -4.3539 0.13 -0.64 -0.25 0.148
C 3.5722 -2.0010 -4.0781 0.09 0.46 0.31 -0.513
O 4.6340 -1.8479 -4.6240 0.18 0.04 -0.21 0.114
N 3.1462 -1.0598 -3.1091 0.25 0.28 -0.55 0.135
C 2.6033 -1.2752 -1.8747 -0.27 -0.04 0.85 -0.217
C 2.3448 -2.5319 -1.3099 0.00 0.37 0.12 0.040
C 1.7911 -2.5747 -0.0450 0.06 0.20 -0.01 0.000
C 1.4679 -1.3987 0.6179 0.16 -0.72 0.23 -0.175
N 1.6767 -0.1961 0.0789 0.92 -1.75 -0.67 -0.089
C 2.2859 -0.1531 -1.1034 0.37 -0.26 -0.75 -0.053
C 0.4574 -2.1433 -3.9031 0.09 0.05 -0.10 -0.026
C -0.8937 -2.4045 -3.7583 0.09 -0.19 0.00 -0.037
H -3.0770 -4.9821 -4.0457 -0.14 -0.08 0.00 0.081
H -3.4291 -3.2728 -4.3095 -0.13 0.03 -0.05 0.084
H -3.1800 -3.8778 -2.6735 -0.10 -0.02 0.07 0.083
H -0.8621 -5.7484 -4.1132 -0.02 -0.14 -0.02 0.119
H 1.5350 -5.3104 -4.3684 0.10 -0.10 -0.02 0.121
H 3.1340 -3.7040 -4.9786 0.07 0.19 0.11 0.168
H 3.5862 -0.1588 -3.2466 0.13 -0.25 -0.03 0.155
H 2.6085 -3.4403 -1.8234 -0.01 -0.10 -0.11 0.126
H 1.6009 -3.5288 0.4210 -0.02 -0.02 0.11 0.123
H 1.0381 -1.4111 1.6108 0.03 -0.08 -0.18 0.047
H 2.5536 0.8198 -1.4939 -0.15 -0.01 -0.01 0.115
H 0.8020 -1.1208 -3.8862 0.05 0.06 -0.04 0.103
H -1.5788 -1.5808 -3.6179 -0.08 0.10 0.00 0.100
C 1.4296 3.5244 -4.0651 0.11 0.12 -0.05 0.007
C 0.6885 2.7106 -3.0773 -0.12 -0.31 0.45 -0.259
C -0.4531 1.9424 -3.1843 0.13 0.03 0.24 0.057
C -0.6964 1.4168 -1.9074 0.07 0.10 -0.51 -0.288
N 0.2464 1.8294 -1.0624 -0.35 0.48 -1.15 -0.060
N 1.0755 2.6145 -1.7851 0.12 0.48 -0.60 0.042
C -1.7865 0.5088 -1.4775 0.06 0.00 0.10 -0.028
H 1.0351 3.3490 -5.0597 -0.02 0.03 -0.08 0.096
H 2.4884 3.2720 -4.0687 0.08 -0.01 -0.02 0.091
H 1.3377 4.5863 -3.8344 -0.01 0.02 -0.06 0.097
H -1.0337 1.7769 -4.0665 -0.18 0.00 -0.23 0.126
H 1.9001 3.0298 -1.3737 -0.19 -0.12 0.11 0.159
H -2.5312 0.4168 -2.2629 -0.04 -0.02 -0.02 0.094
H -2.2616 0.8949 -0.5739 -0.03 -0.12 -0.08 0.051
H -1.3767 -0.4802 -1.2561 -0.15 -0.01 0.01 0.064
C -4.5663 -0.2439 1.7307 -0.10 0.21 -0.28 -0.034
N -3.9124 -1.1285 2.6502 0.39 -0.26 0.21 -0.154
C -4.6409 -1.7552 3.7418 -0.27 0.01 0.28 -0.092
C -3.5797 -2.6476 4.4037 -0.18 -0.24 0.27 -0.112
N -2.3505 -2.1669 3.7923 -0.12 0.09 0.00 0.026
C -2.6048 -1.3826 2.7267 -0.11 0.00 0.14 -0.764
S -1.4291 -0.8641 1.6558 0.42 -0.03 -0.36 0.778
H -5.3858 -0.7673 1.2348 -0.02 0.07 0.04 0.105
H -3.8491 0.0727 0.9738 -0.06 -0.02 0.08 0.048
H -4.9628 0.6327 2.2537 -0.01 -0.07 -0.07 0.104
H -5.4937 -2.3169 3.3558 0.06 0.02 0.07 0.134
H -5.0157 -0.9841 4.4224 -0.01 -0.07 -0.01 0.132
H -3.7388 -3.7054 4.1788 -0.01 0.08 0.01 0.128
H -3.5332 -2.5223 5.4857 -0.15 -0.04 -0.08 0.124
H -1.4876 -2.6770 3.8804 0.01 0.15 -0.19 0.140

***

129
Properties=species:S:1:pos:R:3:forces:R:3:lowdin_charge:R:1 method="wB97M-V/def2-TZVPD" total_charge=+1 e_homo_ev=-10.143
C -3.8138 -0.0487 2.1473 -0.28 -0.30 -0.54 0.153
C -3.1548 0.1968 1.1769 0.28 -0.17 0.01 -0.095
C -2.3239 0.2968 -0.0391 -1.03 -0.13 0.48 -0.143
C -1.1067 -0.5620 0.1212 0.78 0.72 -0.06 -0.155
C 0.1442 0.0149 0.4151 0.29 -0.35 0.10 -0.460
Br 0.3138 1.8735 0.6174 -0.09 -0.06 -0.01 0.972
C 1.2620 -0.7985 0.5756 -0.28 0.48 -0.21 -0.111
C 2.6334 -0.2945 0.8731 0.50 -0.56 0.27 -0.141
C 3.6632 -0.5872 -0.2350 0.41 0.47 0.00 -0.132
C 3.7022 0.5432 -1.2859 -0.05 -0.82 0.35 -0.209
N 4.2578 0.0547 -2.5478 -0.33 0.59 0.08 -0.038
C 3.3072 -0.0386 -3.6603 0.10 -0.55 -0.32 -0.143
C 3.3448 -1.3868 -4.3605 0.20 0.13 -0.20 -0.139
C 3.5153 -2.5773 -3.6671 -0.05 -0.08 0.36 -0.042
C 3.5177 -3.8154 -4.2857 -0.08 0.11 -0.28 -0.081
C 3.3693 -3.8756 -5.6688 0.11 0.03 0.48 -0.080
C 3.2310 -2.7000 -6.3862 -0.13 -0.35 -0.17 -0.026
C 3.2048 -1.4688 -5.7417 -0.02 -0.17 -0.19 -0.271
O 3.0646 -0.3116 -6.4837 -0.21 -0.04 0.29 0.035
C 1.0061 -2.1806 0.4396 0.46 0.37 0.28 -0.159
N 2.1013 -3.0967 0.6502 -1.45 -1.04 -0.83 0.133
C 2.4031 -4.0068 -0.4099 1.07 -0.31 0.03 -0.494
O 3.4350 -4.5793 -0.4582 -0.31 -0.04 0.10 0.217
F 1.4791 -4.1367 -1.3441 -0.15 0.42 0.11 0.174
C 2.0442 -3.7141 1.9330 0.75 0.81 0.87 -0.465
O 2.3036 -3.1337 2.9296 -0.35 -0.12 -0.15 0.217
F 1.6628 -4.9774 1.9239 0.09 -0.07 -0.43 0.190
N -0.1581 -2.7047 0.1859 0.13 0.08 0.11 0.254
N -1.1667 -1.8866 0.0113 -0.92 0.23 0.00 0.009
C -2.4320 -2.5847 -0.3410 0.08 -0.82 -0.30 -0.070
C -2.5237 -2.8710 -1.8466 -0.55 -0.09 0.14 -0.115
C -3.3816 -1.8931 -2.6685 0.61 0.14 0.42 -0.081
C -2.5204 -0.8365 -3.3100 0.18 -0.08 -0.59 -0.537
O -1.4003 -1.0297 -3.7177 0.02 0.06 0.29 0.098
O -3.0957 0.3788 -3.4279 -0.08 -0.10 0.36 0.104
H -4.5066 -0.3673 2.8912 0.22 0.32 0.30 0.045
H -2.0582 1.3338 -0.2171 0.19 -0.07 -0.12 0.076
H -2.9626 -0.0230 -0.8612 0.27 -0.04 -0.20 0.101
H 2.6473 0.7706 1.0802 -0.18 0.06 0.00 0.075
H 2.9631 -0.7951 1.7890 -0.10 -0.03 -0.01 0.129
H 3.5386 -1.5560 -0.7120 -0.25 0.03 -0.06 0.081
H 4.6478 -0.6340 0.2351 -0.03 -0.10 0.03 0.126
H 4.3010 1.3520 -0.8641 -0.26 -0.18 -0.26 0.085
H 2.6734 0.9139 -1.3878 0.09 0.20 -0.30 0.102
H 5.0139 0.6629 -2.8254 0.07 -0.11 -0.04 0.107
H 3.4975 0.7231 -4.4169 -0.07 0.11 0.10 0.115
H 2.2796 0.1029 -3.3107 0.06 0.16 0.14 0.122
H 3.6553 -2.5302 -2.5934 0.08 0.07 -0.03 0.083
H 3.6315 -4.7212 -3.7056 0.04 0.02 0.03 0.102
H 3.3896 -4.8405 -6.1571 -0.05 0.08 -0.16 0.105
H 3.1266 -2.7627 -7.4641 0.04 0.20 -0.01 0.116
H 2.4402 -0.4974 -7.1917 0.14 0.08 -0.14 0.105
H -3.2947 -2.0780 0.0816 0.14 0.34 -0.05 0.123
H -2.3750 -3.5551 0.1480 0.22 0.18 0.15 0.091
H -1.5192 -2.9738 -2.2557 -0.04 0.00 -0.14 0.119
H -2.9972 -3.8503 -1.9174 0.09 -0.04 0.05 0.124
H -3.8937 -2.4427 -3.4565 -0.10 0.24 -0.13 0.120
H -4.1306 -1.4195 -2.0333 -0.23 -0.07 -0.21 0.125
H -2.3985 0.9618 -3.7665 -0.10 0.01 -0.21 0.131
O -5.7487 -1.4449 -4.7886 0.02 -0.05 0.06 0.099
C -5.4288 -1.1637 -5.9126 -0.02 0.23 0.02 -0.521
O -4.2812 -1.6779 -6.3928 0.08 -0.21 0.08 -0.006
C -3.8654 -1.5398 -7.7568 0.08 0.12 -0.19 -0.227
C -3.1583 -0.2234 -8.0012 -0.03 0.09 0.14 -0.060
C -6.2321 -0.2006 -6.7508 -0.16 -0.27 -0.26 0.020
H -4.7087 -1.6911 -8.4316 -0.03 0.05 0.04 0.116
H -3.1769 -2.3655 -7.9259 -0.03 -0.04 0.11 0.124
H -3.8141 0.6279 -7.8173 -0.04 -0.01 -0.07 0.069
H -2.8037 -0.1676 -9.0303 0.00 -0.02 0.00 0.084
H -2.3041 -0.1278 -7.3297 0.04 -0.05 -0.04 0.079
H -5.9754 0.8150 -6.4520 0.00 0.00 0.02 0.099
H -7.2861 -0.3716 -6.5465 0.02 0.08 0.16 0.095
H -6.0838 -0.3051 -7.8222 0.10 0.07 0.02 0.071
O -3.7942 0.5125 4.9835 0.00 -0.02 0.11 0.070
C -2.8490 1.1833 5.3112 0.07 0.02 0.17 -0.511
O -1.6781 0.9735 4.6813 -0.03 -0.21 -0.21 -0.009
C -0.5262 1.8143 4.8265 0.12 0.21 0.08 -0.227
C 0.3072 1.4599 6.0403 -0.15 -0.18 0.07 -0.052
C -2.9166 2.1863 6.4317 0.01 0.28 -0.13 0.023
H -0.8094 2.8671 4.8145 -0.08 -0.04 0.04 0.093
H 0.0441 1.6275 3.9176 0.02 -0.01 -0.03 0.098
H -0.2486 1.6097 6.9663 0.02 0.09 0.00 0.072
H 1.2066 2.0755 6.0740 -0.01 0.01 -0.03 0.075
H 0.6014 0.4099 6.0068 0.05 0.02 -0.03 0.082
H -2.8280 1.6564 7.3803 -0.03 -0.05 -0.02 0.101
H -3.8855 2.6778 6.3907 -0.07 -0.13 0.06 0.099
H -2.1611 2.9634 6.3774 0.03 -0.10 0.01 0.044
O -1.7375 4.9978 5.4239 0.07 0.01 -0.07 0.087
C -0.7711 5.6503 5.7221 0.01 0.03 0.24 -0.513
O 0.3888 5.4001 5.0877 -0.05 -0.08 -0.23 -0.006
C 1.5625 6.2074 5.2507 0.21 0.09 0.13 -0.228
C 2.3597 5.8084 6.4746 -0.12 -0.10 0.08 -0.059
C -0.8172 6.6710 6.8318 0.01 0.33 -0.23 0.022
H 1.3010 7.2661 5.2515 -0.05 -0.02 0.05 0.116
H 2.1515 6.0309 4.3525 -0.09 -0.06 -0.04 0.123
H 1.7896 5.9505 7.3926 0.02 0.08 0.00 0.070
H 3.2727 6.3996 6.5428 0.00 0.00 -0.02 0.085
H 2.6292 4.7533 6.4198 0.05 0.02 -0.05 0.079
H -0.7281 6.1508 7.7849 -0.01 -0.01 0.00 0.101
H -1.7823 7.1699 6.7926 -0.07 -0.15 0.06 0.096
H -0.0487 7.4366 6.7713 0.07 -0.09 0.06 0.071
O -3.0908 -5.3694 0.6197 -0.07 -0.03 0.03 0.070
C -3.8751 -5.4877 1.5309 0.03 0.10 0.13 -0.516
O -5.1694 -5.6401 1.2398 -0.03 -0.12 -0.20 0.014
C -6.1713 -5.9410 2.2236 -0.18 0.05 0.22 -0.222
C -6.6680 -4.6945 2.9246 0.14 0.13 -0.06 -0.060
C -3.4298 -5.3892 2.9694 0.01 -0.39 0.08 0.024
H -5.8064 -6.6951 2.9215 0.07 0.04 0.00 0.116
H -6.9835 -6.3994 1.6637 0.07 0.00 -0.11 0.126
H -5.8712 -4.1959 3.4776 -0.01 -0.06 0.06 0.068
H -7.4651 -4.9449 3.6238 -0.01 -0.02 -0.01 0.086
H -7.0535 -3.9823 2.1947 -0.06 -0.04 0.00 0.085
H -3.3268 -4.3357 3.2306 -0.01 0.01 0.00 0.097
H -2.4589 -5.8710 3.0580 0.07 0.13 -0.08 0.094
H -4.0988 -5.8660 3.6800 -0.07 0.12 0.00 0.073
O 4.3886 3.1775 0.0518 0.11 0.22 0.13 0.064
C 5.4635 3.6361 -0.2499 -0.12 0.30 0.05 -0.526
O 6.4975 3.4362 0.5754 0.03 -0.25 0.09 0.009
C 7.8491 3.7962 0.2503 0.19 0.17 -0.04 -0.225
C 8.1341 5.2527 0.5476 -0.17 0.06 0.02 -0.061
C 5.6392 4.4761 -1.4911 0.19 -0.27 -0.23 0.023
H 8.0780 3.5288 -0.7820 -0.06 0.03 -0.02 0.115
H 8.4669 3.1617 0.8824 -0.10 -0.06 0.04 0.125
H 7.5134 5.9178 -0.0529 0.05 -0.01 -0.07 0.069
H 9.1797 5.4829 0.3448 0.01 -0.02 0.01 0.086
H 7.9242 5.4698 1.5948 0.06 -0.03 0.02 0.085
H 5.2994 5.4882 -1.2752 -0.01 0.01 0.00 0.101
H 5.0146 4.0572 -2.2774 -0.14 0.07 0.09 0.091
H 6.6580 4.5154 -1.8663 0.02 0.10 0.09 0.072

***

19
Properties=species:S:1:pos:R:3:forces:R:3:lowdin_charge:R:1 method="wB97M-V/def2-TZVPD" total_charge=+1 de_lowest_kcal_mol=94.9 e_homo_ev="-13.404 / -12.232"
C -2.3431 0.9992 0.0598 -1.98 -2.13 0.82 -0.314
C -2.2473 -0.5400 0.2938 0.75 0.60 -0.15 -0.399
C 0.5083 -0.9288 -0.0676 -0.41 0.01 0.35 -0.613
C 0.8484 -0.8197 1.3687 0.05 0.07 0.00 -0.075
C 1.6032 1.1035 -0.9501 -0.04 0.84 0.01 0.005
N -1.4946 1.7916 -0.2586 1.43 1.00 -0.48 0.198
N 1.4673 -0.3839 -1.0297 0.22 -0.04 -0.28 -0.019
S -0.9966 -1.3353 -0.7286 -0.09 -0.46 -0.36 1.007
H -3.3801 1.2538 0.2998 -0.14 0.70 -0.05 0.130
H -2.0360 -0.6781 1.3541 -0.09 -0.15 0.01 0.086
H -3.1876 -1.0302 0.0400 0.05 0.11 0.04 0.083
H 1.8880 -1.0978 1.5442 0.11 -0.04 0.07 0.096
H 0.2215 -1.4913 1.9503 0.01 -0.05 0.00 0.091
H 0.7068 0.1915 1.7596 0.00 0.07 0.03 0.097
H 0.6096 1.5598 -0.9811 0.17 -0.25 -0.05 0.063
H 2.0837 1.3722 -0.0130 0.00 -0.15 0.03 0.107
H 2.2101 1.4643 -1.7758 0.06 -0.13 -0.07 0.109
H 2.3993 -0.7993 -0.8939 -0.27 -0.04 -0.10 0.187
H 1.1390 -0.6314 -1.9722 0.20 0.02 0.17 0.161

***

| no. | F_max (eV Å⁻¹) |
| --- | --- |
| 1 | 3.7 |
| 2 | 2.0 |
| 3 | 3.0 |